Entry 1:
30
Properties=species:S:1:pos:R:3:forces:R:3 method="wB97M-V/def2-TZVPD" charge=+1 relative_energy_kj_mol=399.9 homo_ha=-0.4499 e_tot_ha=-612.041331 homo_lumo_gap_ev=9.441 largest_force_ev_per_a=5.0
O -0.260493 2.167959 -1.739462 0.17 2.64 -0.57
C -0.829018 1.166937 -1.994872 2.54 -1.94 3.03
C -0.112322 -0.061346 -1.223998 -3.58 -0.43 -0.52
C 1.310432 -0.261322 -1.495742 0.45 1.67 -1.59
C 1.702692 -1.622621 -1.060879 1.51 -1.74 1.06
C 3.146482 -0.878526 0.772290 -2.78 -1.94 3.65
N 1.909663 -1.608683 0.390631 0.60 3.61 -1.85
N -0.388973 0.061282 0.366426 -2.37 -0.97 -0.11
H -1.763820 1.064100 -2.489959 -0.54 -0.15 -1.09
H -0.674906 -0.977539 -1.562307 0.44 0.61 0.85
H 1.858974 0.587763 -1.049473 0.09 -0.73 0.57
H 1.667753 -0.039447 -2.540770 -1.23 -0.58 0.45
H 2.666575 -1.736290 -1.620417 -0.44 -1.03 0.50
H 1.006405 -2.554323 -1.150734 0.87 2.05 -1.04
H 3.034831 0.144693 0.604436 -0.50 1.80 -0.28
H 3.943856 -1.166836 0.145206 1.61 -0.88 0.11
H 3.100808 -0.974968 1.966179 1.34 -0.02 -2.69
H 1.724354 -2.470436 0.749936 0.36 -2.66 1.54
H -0.591804 -0.939012 0.733726 0.88 2.07 -0.50
H 0.365127 0.482742 1.046578 -1.98 -0.60 -2.04
H -1.421662 0.487123 0.420748 2.91 -0.51 0.29
H -0.471334 2.164240 3.282678 -0.04 -0.03 0.17
H -0.737447 3.267063 2.258577 -0.01 -1.05 0.03
O -0.740276 2.287493 2.368565 0.12 1.00 -0.24
H -1.430570 -1.371305 3.694453 -0.05 -0.15 -0.02
H -1.757261 -2.422052 2.591494 0.01 0.87 0.45
O -1.669294 -1.459873 2.765739 0.09 -0.78 -0.58
H -3.703237 1.099079 -0.788370 1.87 -2.92 -0.74
H -3.245098 -0.293609 -1.587264 -0.92 -0.29 -0.67
O -3.020683 0.307182 -0.892956 -1.44 3.06 1.85



Entry 2:
18
Properties=species:S:1:pos:R:3:forces:R:3 method="wB97M-V/def2-TZVPD" charge=0 relative_energy_kj_mol=478.8 homo_ha=-0.3277 e_tot_ha=-836.283371 homo_lumo_gap_ev=9.458 largest_force_ev_per_a=4.1
C 2.952198 -0.525697 1.924705 -0.26 0.72 -1.62
C 0.691063 -0.467835 -0.759766 -0.12 -0.32 1.61
C -1.941805 0.498361 0.552155 -0.32 2.61 1.07
C -0.694621 -0.203462 -1.291373 0.35 2.69 1.27
N 1.359246 -1.504905 -0.504988 -2.26 -3.02 -1.55
O 1.273706 0.652735 -0.325762 0.96 0.76 -0.16
O 3.879715 0.176149 -0.463328 -0.65 -0.21 -0.43
O -1.850222 -0.364505 -0.528740 0.42 -0.78 0.57
S 2.801366 0.311690 0.477219 0.74 1.68 2.35
H 3.068621 -1.588262 1.836471 0.50 -0.39 -0.61
H 2.084725 -0.381254 2.515854 -0.83 0.81 0.83
H -1.667866 1.615917 0.204658 -0.71 -2.20 0.74
H -1.229288 0.274973 1.414799 -0.89 -0.01 -1.03
H -3.032745 0.468534 0.902804 1.72 0.10 -0.34
H -0.895723 -0.715323 -2.127418 -0.28 -2.31 -3.16
H -0.629283 0.846719 -1.606140 -0.11 0.13 0.00
H 0.738433 -2.343118 -0.770445 1.49 1.24 0.45
H 2.673152 1.672643 0.841504 0.25 -1.50 0.00



Entry 3:
16
Properties=species:S:1:pos:R:3:forces:R:3 method="wB97M-V/def2-TZVPD" charge=0 relative_energy_kj_mol=324.2 homo_ha=-0.2939 e_tot_ha=-500.108759 homo_lumo_gap_ev=8.210 largest_force_ev_per_a=3.9
C -2.220107 -0.230962 -0.271357 -0.08 -0.02 -0.11
C -1.955091 1.122892 -0.193192 0.09 0.09 0.02
C -1.205772 -1.161606 -0.146140 0.17 0.10 0.01
C -0.653342 1.561063 0.013757 0.15 0.08 0.06
C 0.113108 -0.760156 0.084492 -0.39 0.66 -0.16
C 0.345049 0.629304 0.152862 -0.51 -0.56 -0.23
C 2.614297 0.109133 0.386359 -2.18 -3.08 -0.79
N 1.142790 -1.603102 0.342528 3.00 1.83 0.70
O 1.685188 1.028903 0.316231 0.40 0.16 0.12
F 3.383518 -0.034717 -0.698240 -0.30 0.41 0.52
H -3.228729 -0.573947 -0.438505 -0.14 -0.03 -0.01
H -2.742562 1.849768 -0.302253 -0.12 0.07 -0.01
H -1.415554 -2.218297 -0.197557 -0.04 -0.12 0.01
H -0.429777 2.614065 0.050875 0.11 0.15 0.03
H 3.140022 -0.109996 1.307430 -0.02 0.21 0.00
H 1.426969 -2.222339 -0.407283 -0.14 0.05 -0.17



Entry 4:
52
Properties=species:S:1:pos:R:3:forces:R:3 method="wB97M-V/def2-TZVPD" charge=+1 relative_energy_kj_mol=185.8 homo_ha="-0.3314 / -0.3304" e_tot_ha=-3720.647817 homo_lumo_gap_ev="6.256 / 6.220" largest_force_ev_per_a=1.9 spin_multiplicity=2
V 0.760881 1.442444 0.618388 -0.85 -0.40 -0.20
S 6.131868 5.827847 -0.240153 0.01 0.07 -0.03
C 4.898474 4.767173 -0.280817 -0.05 0.00 -0.01
S 3.244092 5.207979 -0.629508 0.09 -0.27 0.04
C 2.554782 3.608051 -0.433461 0.71 0.00 -0.24
C 3.416580 2.621946 -0.117178 0.21 0.58 -0.31
S 2.900923 0.978299 0.115256 0.36 -0.64 0.22
S 5.102643 3.065733 0.033822 -0.27 0.09 0.00
S 0.859003 3.292127 -0.675542 -0.38 0.49 0.21
N 0.561576 1.307469 2.748332 -0.05 -0.05 0.26
C -0.285152 0.284097 3.411402 -0.28 -0.18 -0.07
C -1.634451 0.173511 2.713490 0.04 0.15 0.16
C -2.465720 1.467459 2.753877 0.04 -0.08 -0.33
C -2.936821 1.884139 1.361813 0.01 -0.12 0.20
N -1.775331 2.144086 0.487724 0.38 -0.03 0.16
H 1.520310 1.229105 3.081291 0.04 0.09 0.04
H 0.248439 2.231980 3.037795 0.10 0.04 0.08
H -0.428535 0.518709 4.468530 0.11 0.01 0.00
H 0.229834 -0.675287 3.347986 0.09 0.06 0.04
H -2.198352 -0.650104 3.152905 0.04 -0.02 0.02
H -1.433299 -0.078373 1.669838 -0.06 -0.11 -0.03
H -1.889062 2.300481 3.169593 -0.03 -0.02 0.09
H -3.333994 1.340530 3.398880 0.01 0.07 0.03
H -3.579295 2.763801 1.444747 -0.02 -0.02 -0.07
H -3.534871 1.078622 0.927347 0.03 0.01 -0.04
H -1.293654 2.979130 0.819246 -0.13 0.15 -0.08
H -2.091935 2.411689 -0.439083 0.03 0.08 -0.02
N 0.899650 -1.204573 -3.097307 -0.56 0.12 0.35
C 0.231261 -2.527644 -3.037794 -0.08 0.02 0.11
C -1.290617 -2.348595 -2.819362 0.33 0.23 0.06
C -1.615386 -1.818212 -1.411808 -0.05 -0.77 -0.17
N -1.036636 -0.442190 -1.266339 1.37 -0.14 -1.35
C -1.074008 -2.800819 -0.368134 0.27 0.26 0.13
C 0.437783 -3.047373 -0.478444 -0.21 -0.08 -0.13
N 1.153529 -1.871393 0.057490 -0.05 0.16 -0.01
C 0.819150 -3.405259 -1.925257 0.06 0.25 0.07
H 0.798299 -0.784071 -4.014961 0.08 -0.04 0.00
H 1.891036 -1.269218 -2.891280 -0.07 0.08 -0.02
H -0.189280 -0.405086 -2.003185 -0.70 -0.06 0.76
H 0.383738 -3.055568 -3.982153 -0.07 -0.07 0.02
H -1.764843 -3.323953 -2.928829 -0.09 0.02 -0.02
H -1.713255 -1.694300 -3.586894 0.02 -0.01 -0.01
H -2.694534 -1.736540 -1.278082 0.03 0.04 -0.04
H -0.567026 -0.275577 -0.367682 -0.29 -0.10 0.14
H -1.711441 0.290143 -1.453523 0.01 0.08 0.04
H -1.599786 -3.747028 -0.506146 -0.08 0.04 -0.02
H -1.304410 -2.449553 0.641863 -0.05 -0.01 0.00
H 0.674746 -3.933922 0.118318 -0.03 0.02 0.01
H 2.107574 -1.835202 -0.288668 -0.02 0.10 -0.03
H 1.244760 -1.972187 1.063847 -0.01 -0.01 -0.02
H 0.461910 -4.420882 -2.102177 0.02 -0.04 0.00
H 1.908832 -3.443661 -2.020008 -0.02 -0.02 -0.01



Entry 5:
19
Properties=species:S:1:pos:R:3:forces:R:3 method="wB97M-V/def2-TZVPD" charge=0 relative_energy_kj_mol=386.8 smiles="C/C(O)=C/C(C)C" homo_ha=-0.2942 e_tot_ha=-310.911937 homo_lumo_gap_ev=8.743 largest_force_ev_per_a=3.6
C 0.038255 -1.002316 0.048475 -2.35 1.32 1.02
C 0.093579 2.675197 -0.069942 -0.10 0.05 -0.37
C -0.021139 -2.213896 -0.861551 -0.49 -0.26 -0.19
C 0.560938 -1.336933 1.449686 0.61 -0.06 -0.29
C -0.378841 1.251130 -0.240936 1.68 1.49 -2.69
C 0.506998 0.230546 -0.557115 -0.51 0.91 1.00
O -1.677926 1.210974 -0.805830 0.25 -0.36 1.18
H -2.248910 1.825377 -0.330102 -0.02 -0.04 0.10
H -0.934181 -0.215574 0.498036 0.71 -3.44 -0.82
H 1.452830 0.339153 -1.077690 0.36 0.38 0.45
H -0.065781 3.249601 -0.987179 -0.12 0.05 0.03
H -0.457626 3.171738 0.733007 0.04 0.00 0.05
H 1.155839 2.713352 0.165492 -0.04 -0.11 0.14
H 0.639585 -3.020455 -0.539067 -0.05 -0.01 0.21
H 0.265874 -1.976216 -1.888964 -0.05 0.21 0.09
H -1.037831 -2.606059 -0.917549 0.02 -0.13 0.04
H 0.582007 -0.457946 2.091932 0.02 0.03 -0.03
H 1.577259 -1.733782 1.362192 0.08 -0.02 0.17
H -0.050930 -2.103891 1.927104 -0.07 0.01 -0.09



Entry 6:
15
Properties=species:S:1:pos:R:3:forces:R:3 method="wB97M-V/def2-TZVPD" charge=0 relative_energy_kj_mol=544.2 homo_ha=-0.3172 e_tot_ha=-705.688341 homo_lumo_gap_ev=8.693 largest_force_ev_per_a=8.5
C 0.176135 1.165456 1.040082 -0.51 1.23 1.27
C -0.708741 0.051458 0.476828 0.92 -0.70 -0.10
C 0.039011 -1.074468 -0.234755 1.33 3.97 1.07
C -0.914954 -0.205676 -1.079829 -0.19 -1.60 1.77
H 2.038755 0.664351 1.247023 -1.53 2.38 -3.38
H 0.221074 1.088627 2.227647 -0.28 0.07 -2.44
H -0.158455 2.179582 0.790128 -0.85 -0.29 0.30
H -1.275800 -0.454841 1.298037 -0.43 0.85 -1.18
H 1.185128 -1.057714 -0.023091 -2.02 0.21 -1.38
H 0.314834 -2.900502 -0.542651 -4.76 1.94 3.03
H -1.783940 -0.956362 -1.282864 1.41 1.93 0.10
H 0.610677 1.515490 -2.108469 -1.57 -0.96 -0.04
O 1.497794 1.260106 0.507732 2.49 -3.30 3.57
O -0.592472 -2.206488 0.111856 4.66 -6.47 -2.95
S -0.649045 0.930981 -2.427674 1.33 0.72 0.36



Entry 7:
11
Properties=species:S:1:pos:R:3:forces:R:3 method="wB97M-V/def2-TZVPD" charge=0 relative_energy_kj_mol=13.4 smiles="C/C=C/C=O" homo_ha=-0.3621 e_tot_ha=-231.218628 homo_lumo_gap_ev=10.430 largest_force_ev_per_a=1.6
C 1.247846 -1.053294 -0.568028 0.47 -0.27 0.35
C 0.049883 -0.498985 0.140555 0.44 -1.48 0.53
C -0.464459 0.682223 -0.133971 0.02 0.48 -0.53
C -1.458569 1.312817 0.716603 -0.06 -0.77 -0.08
H 2.068646 -1.253711 0.144379 -0.40 0.12 -0.02
H 1.067420 -2.020278 -1.038864 -0.19 0.06 -0.13
H 1.663523 -0.353376 -1.288096 -0.20 0.02 -0.20
H -0.374569 -1.152476 0.944435 0.36 0.85 -0.51
H -0.137130 1.249783 -1.001797 0.17 0.09 0.21
H -1.795058 0.663778 1.546885 -0.19 0.16 0.23
O -1.867532 2.423518 0.537899 -0.42 0.74 0.15



Entry 8:
51
Properties=species:S:1:pos:R:3:forces:R:3 method="wB97M-V/def2-TZVPD" charge=-1 relative_energy_kj_mol=0.0 homo_ha=-0.2121 e_tot_ha=-3437.195628 homo_lumo_gap_ev=6.891 largest_force_ev_per_a=2.9
Mg 1.946446 -0.666818 0.310888 1.33 0.13 -1.42
Mg -0.896471 -2.686688 -1.992721 -1.42 -0.53 -2.43
Cl -2.378684 -3.809959 -0.824287 -1.08 -0.49 0.94
Cl -1.682643 -1.263656 -3.665893 -0.29 0.62 -0.08
Cl 3.845954 -0.293323 -0.954790 0.11 -0.04 0.60
B 0.176858 -1.492293 -0.647218 0.39 0.60 0.55
H 0.285181 -1.065246 0.404914 -0.93 0.49 2.46
H 0.258507 -2.611876 -0.597587 0.57 -1.50 0.73
H -0.810354 -1.145646 -1.056675 -1.64 1.39 -0.08
H 0.987573 -1.040227 -1.310667 1.22 0.37 -1.25
B 0.448334 -3.920213 -3.058991 1.80 -0.83 -1.10
H 0.962775 -2.899013 -3.281695 0.59 1.23 -0.29
H 0.342808 -3.994723 -1.934195 0.02 -0.80 2.05
H -0.551638 -3.971896 -3.597745 -1.79 -0.15 -0.78
H 1.121454 -4.811616 -3.369697 0.77 -0.91 -0.43
O 1.137896 1.223802 -0.371947 0.97 -0.16 0.72
S 0.361659 2.330750 -0.839824 -1.72 1.16 -1.24
O -0.557364 2.969762 0.048828 0.60 -0.07 0.12
O 1.335293 3.512284 -1.396288 -1.03 -1.49 0.70
C 2.628475 3.149217 -1.886190 1.35 1.22 -0.92
C 3.185206 4.452800 -2.478258 -0.20 0.31 -0.05
C -0.559259 1.888960 -2.310947 0.53 0.38 -0.01
H 2.628731 2.432907 -2.708574 -0.47 -0.45 0.39
H 3.279553 2.813748 -1.081889 -0.26 -0.27 0.07
H 4.264625 4.431330 -2.631697 -0.02 -0.22 0.20
H 2.932698 5.298648 -1.836869 0.19 -0.09 0.19
H 2.748345 4.697087 -3.448679 -0.15 -0.26 0.02
H -1.115472 2.800920 -2.521781 0.09 0.00 -0.17
H -1.261014 1.056510 -2.225547 0.29 -0.17 0.50
H 0.145235 1.647627 -3.106101 -0.03 0.01 0.00
O -5.031821 -0.010062 3.181752 0.15 0.71 -0.20
S -3.954250 0.652859 2.494663 0.59 -1.97 -0.73
O -4.090675 1.986825 1.988250 -0.10 -0.05 0.34
O -2.655624 0.562014 3.463585 -0.32 0.76 -0.62
C -2.495463 1.698882 4.336905 0.35 -0.35 1.07
C -1.055888 1.726527 4.833084 0.00 0.11 0.37
C -3.353670 -0.446918 1.174980 0.31 0.25 1.00
H -3.146931 1.514670 5.194770 -0.14 0.25 -0.04
H -2.778866 2.639312 3.871110 0.01 -0.17 -0.36
H -0.884334 1.033762 5.658885 -0.09 -0.39 -0.32
H -0.818336 2.689163 5.291772 -0.11 0.19 -0.35
H -0.352881 1.525938 4.026972 0.01 0.06 -0.02
H -2.300008 -0.239411 0.996625 -0.16 0.48 -0.29
H -3.982804 -0.300606 0.304063 0.03 0.00 -0.04
H -3.353269 -1.480792 1.515914 -0.48 0.03 0.07
C 2.323499 -3.966934 1.206965 0.70 -1.11 1.80
O 2.513603 -2.769925 0.486502 0.12 0.41 0.00
H 1.317826 -4.178412 1.565846 -0.39 0.57 -0.82
H 2.702550 -4.860824 0.713211 -0.24 0.25 -0.59
H 2.895683 -3.944655 2.148278 0.14 0.28 -0.14
H 3.290949 -2.864573 -0.082011 -0.14 0.19 -0.08